Entry 1:
This record from the Open Molecules 2025 dataset describes a cluster of 2 separate species, C12H24N2O5 in total at a distorted geometry. The level of theory is ωB97M-V/def2-TZVPD.

Last column: Mulliken charge in e.
CARTESIAN COORDINATES (ANGSTROEM)
C1 4.24 3.09 3.88  -1.249
H1 4.53 3.96 3.42  0.396
O1 2.80 2.85 3.83  -0.329
C2 2.42 1.72 4.31  -1.338
C3 1.08 1.76 4.32  -0.296
C4 0.32 2.39 3.08  -1.534
N1 0.63 1.63 1.96  -0.150
C5 -0.18 0.39 1.56  0.977
O2 -1.33 0.30 2.01  -0.724
C6 0.32 -0.38 0.33  -1.938
H2 0.99 0.09 0.03  0.770
H3 0.71 -1.38 0.97  0.228
C7 -0.60 -0.71 -0.78  -0.309
N2 -0.25 -0.84 -1.94  0.029
H4 0.03 -1.91 -2.16  0.413
C8 -0.82 0.01 -3.05  -0.973
C9 -2.14 -0.53 -3.58  -0.080
C10 -2.20 -1.93 -4.04  -0.774
O3 -1.51 -2.19 -5.22  -0.253
C11 -1.43 -3.24 -5.75  -0.733
H5 -0.81 -4.09 -5.03  0.176
H6 -2.44 -3.56 -5.95  0.305
H7 -0.82 -3.23 -6.60  0.249
H8 -1.92 -2.60 -3.24  0.398
H9 -3.22 -2.60 -4.12  0.356
H10 -2.91 -0.66 -2.63  0.124
H11 -2.48 0.13 -4.32  0.486
H12 -0.26 -0.36 -3.87  0.538
H13 -0.85 1.06 -2.79  0.340
H14 -1.53 0.20 -0.75  0.261
C12 -1.61 -2.05 -0.21  0.681
O4 -1.42 -3.03 -0.92  -0.631
O5 -2.28 -1.91 0.86  -0.541
H15 -1.97 -0.98 1.29  0.459
H16 1.60 1.51 1.62  0.252
H17 0.46 3.21 2.94  1.030
H18 -0.73 2.15 3.19  0.432
H19 0.41 2.73 5.16  0.258
H20 0.45 0.84 4.72  0.244
H21 2.63 1.01 3.85  0.867
H22 2.72 1.66 5.24  0.696
H23 4.62 2.50 3.41  0.654
H24 4.74 3.02 5.00  0.234

Values from the calculation:
Kohn-Sham gap (eV): 8.700
Energy relative to the best compared isomer or geometry (same formula, charge and spin) (eV): 16.752
E_HOMO (eV): -8.27
Max |F| (eV/Å): 18.27

***

Entry 2:
This record from the Open Molecules 2025 dataset describes an isolated molecule of CH2N2O3 at a distorted geometry. The level of theory is ωB97M-V/def2-TZVPD.

Last column: Mulliken charge in e.
CARTESIAN COORDINATES (ANGSTROEM)
N1 1.16 0.13 -0.06  -0.324
C1 -0.02 0.69 0.01  0.386
O1 -0.38 1.82 -0.04  -0.449
N2 -1.00 -0.45 -0.05  0.742
O2 -0.50 -1.85 0.02  -0.582
O3 -2.15 -0.22 0.01  -0.379
H1 0.98 -0.92 0.20  0.364
H2 1.91 0.81 -0.09  0.242

Values from the calculation:
Kohn-Sham gap (spin up / spin down) (eV): 9.474 / 9.478
Energy relative to the best compared isomer or geometry (same formula, charge and spin) (eV): 2.204
E_HOMO (spin up / spin down) (eV): -11.21 / -11.21
Max |F| (eV/Å): 6.80

***

Entry 3:
This record from the Open Molecules 2025 dataset describes a cluster of 7 separate species, C18H21F4N3O12 in total at a distorted geometry. The level of theory is ωB97M-V/def2-TZVPD.

Last column: Mulliken charge in e.
CARTESIAN COORDINATES (ANGSTROEM)
O1 -1.10 3.67 -2.11  -0.620
C1 -0.19 4.41 -2.54  0.752
O2 0.16 4.60 -3.79  -0.309
C2 0.88 5.83 -3.79  -0.477
C3 1.64 5.77 -2.48  0.254
F1 1.88 7.05 -2.01  -0.256
O3 0.58 5.08 -1.77  -0.284
H1 1.70 5.89 -4.50  0.304
H2 0.17 6.65 -3.86  0.319
H3 2.54 5.15 -2.55  0.316
O4 4.78 0.51 -3.21  -0.560
C4 4.90 -0.67 -2.99  0.674
O5 5.76 -1.37 -3.59  -0.309
C5 5.49 -2.70 -3.52  -0.382
C6 4.56 -2.73 -2.29  0.251
F2 5.28 -2.86 -1.19  -0.290
O6 4.12 -1.44 -2.20  -0.305
H4 4.94 -3.10 -4.38  0.314
H5 6.38 -3.27 -3.24  0.279
H6 3.81 -3.52 -2.18  0.326
O7 1.11 -9.52 -1.84  -0.602
C7 0.32 -8.75 -1.21  0.672
O8 -0.68 -9.07 -0.51  -0.296
C8 -1.61 -8.05 -0.52  -0.383
C9 -0.65 -6.96 -0.54  0.293
F3 -0.54 -6.55 0.72  -0.298
O9 0.51 -7.45 -1.10  -0.277
H7 -2.25 -8.07 -1.40  0.299
H8 -2.15 -8.09 0.42  0.255
H9 -1.06 -6.16 -1.16  0.335
O10 -1.72 8.73 1.40  -0.513
C10 -2.04 8.25 2.46  0.662
O11 -1.24 7.33 3.17  -0.345
C11 -2.17 6.51 4.04  -0.330
C12 -3.45 7.33 3.99  0.341
F4 -3.44 7.80 5.19  -0.287
O12 -3.21 8.34 3.06  -0.308
H10 -2.35 5.57 3.51  0.233
H11 -1.76 6.35 5.04  0.258
H12 -4.40 6.83 3.83  0.290
C13 -6.09 -4.41 -3.57  -0.671
C14 -6.91 -4.07 -4.73  0.263
N1 -7.63 -3.81 -5.59  -0.340
H13 -6.69 -5.11 -2.99  0.243
H14 -5.81 -3.53 -2.99  0.277
H15 -5.27 -4.99 -4.00  0.228
C15 2.67 0.58 7.41  -0.658
C16 3.21 -0.78 7.57  0.229
N2 3.57 -1.86 7.63  -0.335
H16 3.64 1.07 7.39  0.239
H17 2.19 0.76 8.37  0.238
H18 2.19 0.85 6.47  0.288
C17 -0.34 -0.05 1.62  -0.598
C18 -1.48 -0.84 1.17  0.269
N3 -2.36 -1.58 0.87  -0.408
H19 0.14 0.33 0.72  0.248
H20 0.31 -0.71 2.20  0.265
H21 -0.81 0.80 2.11  0.229

Values from the calculation:
Kohn-Sham gap (eV): 10.893
Energy relative to the best compared isomer or geometry (same formula, charge and spin) (eV): 3.751
E_HOMO (eV): -10.92
Max |F| (eV/Å): 8.85

***

Entry 4:
This record from the Open Molecules 2025 dataset describes a structure of composition C8H7CoN2O5 at a distorted geometry. The level of theory is ωB97M-V/def2-TZVPD.

Last column: Mulliken spin population.
CARTESIAN COORDINATES (ANGSTROEM)
O1 0.65 0.03 -7.30  0.000
C1 0.93 0.04 -6.21  0.001
Co1 -0.11 0.01 -1.61  2.706
O2 2.37 0.01 -3.29  0.011
C2 1.44 0.01 -2.62  0.024
C3 -1.86 -0.01 -1.00  0.036
O3 -2.96 -0.01 -0.68  0.005
C4 -0.19 -1.83 -1.79  0.051
O4 -0.27 -2.97 -1.95  -0.004
C5 -0.23 1.84 -1.83  0.072
O5 -0.32 2.97 -2.01  -0.008
H1 -0.81 -0.02 -3.03  0.227
C6 -0.98 0.67 3.35  0.004
N1 0.18 0.02 2.76  0.581
C7 1.11 -0.71 3.60  0.005
C8 0.39 0.05 1.36  -0.074
N2 0.48 0.05 0.19  0.209
H2 -0.99 0.56 4.46  0.004
H3 -1.92 0.22 2.98  0.036
H4 -0.97 1.76 3.13  0.033
H5 1.11 -1.78 3.32  0.039
H6 2.13 -0.28 3.49  0.036
H7 0.83 -0.64 4.68  0.005

Values from the calculation:
Kohn-Sham gap (spin up / spin down) (eV): 7.747 / 5.208
Energy relative to the best compared isomer or geometry (same formula, charge and spin) (eV): 0.000
<S²>: 6.0645
2S+1: 5
E_HOMO (spin up / spin down) (eV): -15.47 / -17.79
Net charge: +2
Max |F| (eV/Å): 7.68

***

Entry 5:
This record from the Open Molecules 2025 dataset describes a cluster of 8 separate species, C18H46N16O7 in total at a distorted geometry. The level of theory is ωB97M-V/def2-TZVPD.

Last column: Mulliken charge in e.
CARTESIAN COORDINATES (ANGSTROEM)
C1 -0.05 0.29 -1.72  -0.877
C2 -0.30 1.72 -0.95  -0.145
C3 0.72 2.03 0.29  -0.696
C4 1.39 0.72 1.00  -0.499
C5 2.92 0.58 0.41  -0.558
C6 3.32 -0.98 -0.03  -0.527
C7 4.83 -1.07 -0.70  1.362
C8 5.68 -2.35 -0.03  -1.346
C9 5.75 0.27 -0.43  -0.313
N1 6.36 1.36 -0.03  -0.616
C10 4.79 -1.42 -2.34  -0.607
C11 4.05 -2.89 -2.64  0.189
N2 3.39 -4.01 -2.48  -0.467
H1 -0.09 -0.66 -1.04  0.171
H2 0.92 0.27 -2.40  0.200
H3 -0.96 0.17 -2.49  0.328
H4 -0.11 2.57 -1.77  0.221
H5 -1.40 1.89 -0.57  0.154
H6 1.50 2.82 -0.10  0.331
H7 0.09 2.59 1.13  0.292
H8 1.47 0.98 2.16  0.387
H9 0.75 -0.26 0.94  0.302
H10 3.64 0.88 1.30  0.212
H11 3.13 1.34 -0.49  0.351
H12 2.47 -1.31 -0.79  0.137
H13 3.33 -1.71 0.90  0.233
H14 5.04 -3.34 -0.06  0.335
H15 6.07 -2.12 1.05  0.338
H16 6.64 -2.57 -0.70  0.349
H17 4.32 -0.55 -2.97  0.361
H18 5.90 -1.55 -2.72  0.421
N3 6.49 -5.78 3.16  -0.412
C12 5.85 -5.57 2.00  0.687
N4 6.26 -6.35 0.98  -0.389
O1 4.96 -4.75 1.88  -0.628
H19 7.23 -6.46 3.27  0.155
H20 6.21 -5.22 3.95  0.225
H21 5.80 -6.22 0.09  0.232
H22 6.99 -7.04 1.06  0.158
N5 -4.25 0.73 1.79  -0.382
C13 -4.11 0.44 0.48  0.620
N6 -5.21 -0.06 -0.10  -0.294
O2 -3.06 0.61 -0.12  -0.631
H23 -5.10 0.60 2.30  0.166
H24 -3.44 1.11 2.27  0.219
H25 -5.15 -0.29 -1.08  0.129
H26 -6.08 -0.20 0.38  0.101
N7 -8.27 0.89 -2.46  -0.350
C14 -8.16 -0.44 -2.59  0.659
N8 -9.02 -0.99 -3.46  -0.315
O3 -7.33 -1.10 -1.98  -0.666
H27 -8.94 1.45 -2.95  0.159
H28 -7.63 1.34 -1.81  0.220
H29 -8.97 -1.99 -3.60  0.163
H30 -9.71 -0.46 -3.98  0.137
N9 9.05 2.69 3.13  -0.399
C15 8.50 3.92 3.24  0.613
N10 7.35 4.08 2.56  -0.288
O4 9.01 4.81 3.91  -0.658
H31 8.64 1.95 2.59  0.153
H32 9.91 2.53 3.63  0.210
H33 6.91 4.99 2.62  0.164
H34 6.92 3.36 2.01  0.183
N11 -4.98 -3.59 0.09  -0.299
C16 -6.01 -4.19 0.71  0.578
N12 -7.20 -3.61 0.49  -0.331
O5 -5.87 -5.17 1.42  -0.682
H35 -5.07 -2.78 -0.50  0.172
H36 -4.06 -4.00 0.23  0.195
H37 -8.01 -4.02 0.94  0.189
H38 -7.33 -2.79 -0.09  0.212
N13 -13.03 -2.75 -5.51  -0.416
C17 -12.37 -1.61 -5.21  0.685
N14 -13.17 -0.57 -4.92  -0.378
O6 -11.15 -1.53 -5.20  -0.672
H39 -14.03 -2.83 -5.52  0.165
H40 -12.46 -3.56 -5.73  0.224
H41 -12.72 0.31 -4.69  0.200
H42 -14.18 -0.61 -4.92  0.172
N15 7.74 7.88 3.76  -0.384
C18 6.70 8.06 4.59  0.655
N16 5.95 9.15 4.31  -0.392
O7 6.45 7.30 5.51  -0.643
H43 7.97 8.49 2.99  0.154
H44 8.33 7.07 3.93  0.248
H45 5.16 9.32 4.91  0.224
H46 6.14 9.78 3.56  0.160

Values from the calculation:
Kohn-Sham gap (eV): 9.429
Energy relative to the best compared isomer or geometry (same formula, charge and spin) (eV): 7.739
E_HOMO (eV): -9.31
Max |F| (eV/Å): 12.35

***

Entry 6:
This record from the Open Molecules 2025 dataset describes a cluster of 2 separate species, C4H7NO in total. The level of theory is ωB97M-V/def2-TZVPD.

Last column: Mulliken charge in e.
CARTESIAN COORDINATES (ANGSTROEM)
C1 1.97 0.22 -0.51  -0.706
N1 0.63 -0.16 -0.91  -0.353
C2 -1.68 1.28 0.80  -0.400
C3 -0.13 -0.69 -0.04  -0.218
C4 -1.47 -1.21 -0.47  0.064
O1 -2.09 -2.00 0.21  -0.475
H1 2.23 1.17 -0.97  0.263
H2 2.66 -0.53 -0.91  0.285
H3 2.11 0.28 0.58  0.310
H4 -1.56 0.94 1.86  0.220
H5 -1.03 2.18 0.77  0.216
H6 0.16 -0.87 1.01  0.420
H7 -1.79 -0.87 -1.47  0.373

Values from the calculation:
Kohn-Sham gap (spin up / spin down) (eV): 8.469 / 8.426
Energy relative to the best compared isomer or geometry (same formula, charge and spin) (eV): 6.454
E_HOMO (spin up / spin down) (eV): -9.88 / -9.76
Max |F| (eV/Å): 0.51